Here is C28H58MgO19S5 as an isolated structure from the Open Molecules 2025 dataset. Energies are from wB97M-V/def2-TZVPD.

Properties
* HOMO level (alpha / beta): 0.06 / -5.40 eV
* expectation value of S²: 0.7505
* total charge: -1
* total energy: -128494.5047 eV
* multiplicity: 2

Structure (XYZ):
```
111
Properties=species:S:1:pos:R:3:forces:R:3
H 0.7225 -1.3503 -0.2481 0.73 -0.67 0.37
O 4.1525 -4.1732 -1.2435 -3.26 -0.75 -0.91
H -3.6914 -2.2714 0.0438 -0.21 0.06 0.00
C 1.3540 4.7716 -0.0415 1.20 -2.37 -1.32
C 5.1330 -2.0301 1.2302 -0.94 1.99 -1.25
C -4.0190 -1.5907 0.8296 0.73 0.76 -0.36
H 1.6247 -2.7750 2.1969 0.87 -0.59 0.02
H 0.6737 4.1900 2.7391 -0.18 -0.19 -0.35
H -2.3628 -3.8157 -2.0630 -0.01 -0.62 -0.14
H 0.7048 -3.3478 -2.9873 0.46 0.30 -0.29
O 4.5980 -3.1976 1.7845 0.31 -0.30 0.80
H -4.4565 -5.3055 -4.6169 0.14 0.41 0.34
H -3.1654 -1.4159 1.4844 0.01 0.15 -0.01
O -1.0506 -1.0414 -1.0682 -0.48 1.17 -0.11
C 5.6006 -3.8111 2.3949 0.80 -3.32 0.64
H 2.6267 0.4490 -2.2134 0.06 0.29 -0.21
H 0.9172 -4.3057 6.5455 0.93 -0.93 -0.31
H -5.4170 2.3794 -2.0365 0.28 0.00 0.11
O -3.3200 0.8490 -0.4917 -3.16 -2.23 2.16
C -3.3748 -5.2617 -4.7438 0.92 -0.25 -0.08
C -5.2963 3.4547 -1.9050 1.37 0.62 -0.50
C -1.9860 4.5456 1.9633 1.47 -0.25 1.74
H -0.6783 -1.7310 0.7977 0.16 -0.06 0.63
O -2.5104 2.7179 -1.7127 -0.77 1.77 -1.03
H 0.3702 2.4646 3.1930 0.06 0.09 -0.61
H 5.4058 -2.2446 0.1969 0.50 -0.31 0.03
H -2.0025 5.5437 -2.3126 0.26 -0.57 -0.01
H 1.5998 -0.8177 -4.4371 0.27 0.09 0.17
S -4.5302 0.0154 0.0487 0.65 0.60 0.62
H -0.0759 -0.8062 -3.9210 -0.13 0.19 -0.38
H 0.9556 -6.3251 -3.4044 -0.59 -0.29 0.35
C -5.1118 0.7678 1.6933 0.55 0.23 -0.44
C 2.1319 6.1554 1.4652 -4.04 2.54 7.41
H 0.2795 5.6611 -1.6824 0.73 0.11 -0.34
O 1.9701 -4.5505 -0.5721 0.15 0.30 -0.42
O 2.4223 -4.4284 -2.6849 3.17 0.42 -2.68
H 2.2384 -3.0759 6.2734 0.15 -0.35 -0.12
O -3.5808 -2.6423 -5.2122 0.47 0.06 -0.33
C 4.0453 -1.0025 1.1431 0.02 1.56 0.12
H -4.6553 0.3129 2.5724 0.55 -0.01 -0.29
O 2.0140 6.5775 2.6771 0.99 -1.52 -5.76
H 0.8887 3.9481 -1.9994 0.11 0.35 -0.06
S 1.6191 -4.1690 4.1554 -1.57 -0.87 -1.13
C 1.0804 -4.3394 -2.7350 -3.43 -0.05 1.65
C -0.6776 4.0435 5.3398 -1.73 -1.77 0.09
C -0.2606 -1.0187 0.0861 0.54 1.07 -0.58
H 4.4223 -0.2065 0.5009 -0.05 0.14 -0.24
H -4.8470 -1.9756 1.4248 -0.16 0.10 -0.28
H -0.2504 0.5322 1.7993 -0.19 -0.68 0.58
H -4.8770 1.8304 1.6318 0.19 -0.06 -0.02
H -2.8326 -5.9044 -4.0503 -0.30 -0.04 0.42
C 0.1022 0.4292 0.7730 -1.29 1.09 -1.25
O 3.1936 5.9072 0.8139 1.90 0.27 -0.26
H -2.9294 4.2377 1.5123 0.13 -0.39 0.43
H 1.1761 0.6126 0.8076 0.71 -0.81 0.16
C -3.1182 -3.4149 -2.7389 0.98 0.59 -0.12
H -4.1301 -3.7177 -2.4694 0.08 -0.22 -0.46
Mg -1.5835 0.9102 -1.4132 0.35 -0.22 2.02
H 2.4348 -1.9063 3.5688 -0.02 -0.17 -0.01
H -2.9907 -2.3534 -2.5265 -0.20 0.24 -0.28
C -1.4223 3.6672 3.1552 -1.20 -0.32 -0.81
H 0.2186 -5.5668 -1.1021 0.10 -0.02 0.16
C -2.9982 5.1912 -2.5819 -0.04 0.19 -0.46
H -0.5244 -5.2869 -3.7647 0.22 -0.30 -0.25
S 0.8290 1.3225 -3.6108 -2.48 -1.34 2.55
H 1.8450 1.8947 -1.5089 -0.24 0.04 -0.06
H -5.9584 3.8432 -1.1312 0.32 -0.05 0.34
H -2.0934 5.5601 2.3473 0.35 0.25 -0.52
O -0.8972 4.0212 6.5189 1.14 0.83 -0.56
H -1.1720 4.3711 1.2597 -0.32 0.69 -0.54
S -2.6397 -3.5708 -4.5341 -2.14 -0.62 1.03
O 0.3163 -4.8077 3.6324 1.69 0.84 1.17
C 1.3694 -3.5883 5.8606 -1.39 0.92 0.22
O 6.7237 -3.0033 2.4371 -0.35 -0.64 1.00
O -1.7427 4.0536 4.4675 -0.63 1.18 1.15
C 1.6393 -2.5894 3.2709 -0.71 0.33 -0.15
O 1.0219 5.8109 0.7385 -1.27 3.02 2.86
H 3.8585 -0.4865 2.0848 -0.05 -0.23 0.31
H -3.1481 -5.7180 -5.7074 0.10 0.57 -0.32
H 1.0901 -5.2083 -4.6407 -0.59 0.36 -0.39
O 5.5566 -4.9765 2.7732 0.44 2.97 -0.50
C 0.5616 -5.3523 -3.6983 0.70 -0.36 -0.25
H 2.7866 2.0943 -3.0434 1.04 -0.05 0.76
C 2.1864 1.4223 -2.4299 0.12 0.93 -0.49
S -3.4507 3.8754 -1.4370 -0.81 -0.68 0.74
C 0.0727 3.5035 3.3354 1.77 -0.60 -1.75
H -6.1815 0.7075 1.8940 -0.18 -0.31 -0.84
H -3.0390 4.8536 -3.6175 0.08 -0.03 0.09
H 1.0589 -0.9342 -2.6888 0.35 0.49 0.15
H -3.5746 6.1095 -2.4693 -0.71 -0.37 0.19
O -0.4804 1.5267 -2.8027 2.50 0.52 -2.92
O 0.4642 3.7735 4.6698 -1.39 0.84 1.27
H 0.6551 -2.1233 3.3176 -0.11 0.13 0.91
H 1.3621 3.8632 0.5608 -0.75 -0.52 -0.13
H 7.1761 -1.2246 1.5521 -0.24 0.28 0.30
H 2.9413 5.5540 -1.2286 0.20 0.61 0.13
C 0.9241 -0.4592 -3.6606 -0.93 -1.12 -0.91
H -1.9401 2.7302 2.9502 0.50 -0.53 0.42
H 0.0163 -3.7996 -0.8552 0.21 0.02 0.14
H 3.0695 -1.2867 0.7493 0.27 -0.54 -0.10
H 3.4570 4.2385 -0.2102 -0.16 -0.22 -0.19
H 0.5280 -2.8977 5.9171 0.08 0.66 -0.67
C 2.7898 5.0996 -0.2495 2.19 -1.71 -2.93
H -0.4754 4.3116 -1.0043 0.06 -0.44 0.14
C 2.9631 -4.3785 -1.5118 2.03 0.72 3.50
O -0.4030 1.5598 0.0792 -0.06 -0.99 -0.30
C 0.6694 -4.5837 -1.2381 0.85 -0.08 -0.50
H -5.5480 3.9797 -2.8265 0.14 -0.12 -0.13
H 6.0020 -1.1035 2.9914 0.41 0.10 0.11
C 6.3464 -1.6524 2.1149 -1.18 -1.74 -1.26
C 0.5144 4.6759 -1.2795 -1.15 -0.25 0.41
```
Forces are in eV/Å.

---

Here is a 2-piece molecular cluster, C28H58N3O10Si overall from the Open Molecules 2025 dataset. Energies are from wB97M-V/def2-TZVPD.

Properties
* HOMO level: -10.78 eV
* total charge: +1
* total energy: -62793.2526 eV

Structure (XYZ):
```
100
Properties=species:S:1:pos:R:3:forces:R:3
C -2.0133 4.0699 2.6362 0.60 0.07 -0.05
H 3.6946 -0.2388 -1.9732 0.05 0.08 -0.27
C -2.3280 -3.8570 -1.3260 0.36 0.23 -0.32
H 0.8202 -2.5820 2.2603 0.16 -0.24 -0.04
O 3.2775 -5.4480 0.3969 -0.65 0.57 -0.46
O -7.0051 1.2206 4.5645 0.12 -0.07 -0.06
O -0.7227 2.7098 1.0810 0.17 -0.31 -0.27
H -0.7548 4.7168 1.0551 0.14 0.08 -0.25
H -5.6685 -0.3238 4.9837 0.01 0.01 0.00
H 4.5750 -0.6310 0.7481 0.11 -0.31 0.15
C 1.1368 1.2247 1.4496 0.00 -0.80 -0.04
H -2.8079 0.4763 -5.5575 -0.01 0.01 -0.28
C -0.2815 1.6009 1.8414 0.03 0.75 0.28
C 2.9348 -4.3316 -1.6941 0.13 0.62 0.34
H -0.8059 0.0000 -0.2370 -0.06 -0.14 0.35
H -2.0924 5.1015 2.9631 -0.06 0.15 0.21
C -0.9792 -1.9823 1.2777 -0.36 0.47 0.19
H 0.9500 -6.0051 0.3660 0.04 -0.16 0.08
H 2.1657 -1.8586 -2.0731 -0.49 0.22 0.00
H -1.3260 2.7841 -1.9652 0.11 0.17 0.24
H -2.6670 -3.6625 -2.3366 -0.25 0.12 -0.16
H -0.0923 3.3587 -3.1415 0.17 0.18 0.17
C 3.6434 -3.0435 -1.2011 -0.66 -0.46 -0.40
H 6.9224 -1.7357 -0.1887 0.05 -0.19 0.17
O -1.0880 -0.0617 -2.6797 0.67 0.38 -0.39
C 3.8207 2.6083 -1.0252 0.73 0.65 0.93
H -4.3998 3.2386 3.9483 -0.05 0.01 0.00
C 0.1638 0.9705 -5.1748 -0.17 -0.11 0.90
C 5.8820 0.0241 -0.7278 0.48 -0.20 0.95
O 4.4189 3.0473 -2.1552 0.11 -0.08 0.75
H 4.0557 -3.2710 -0.2286 0.44 0.20 0.13
H 5.6762 0.5905 -1.6286 -0.18 -0.03 -0.30
H 0.7122 1.8993 -5.2825 0.19 0.13 -0.23
C 0.1686 -0.2795 -2.0528 -0.98 -0.39 0.49
H 2.0560 -4.0745 -2.2721 -0.14 -0.07 -0.32
H 1.6748 2.1453 1.2378 0.00 0.22 -0.05
H 8.0023 -0.4519 -0.6309 0.26 0.20 -0.27
C -6.0357 2.2126 4.8523 -0.24 0.04 -0.05
C 1.4882 -1.1837 0.8710 0.63 0.15 0.11
O -1.0046 -2.2397 -0.1236 -0.29 -0.98 0.04
H -0.9970 0.7959 1.7449 -0.10 -0.23 -0.13
H -1.6747 -1.1733 1.4886 -0.03 0.22 0.01
H -4.5195 0.9479 1.4099 -0.05 -0.03 -0.04
H 0.8568 0.1645 -4.9509 0.25 -0.11 -0.03
C -2.8423 1.0170 -4.6201 0.39 -0.36 0.66
N 4.6889 -0.7046 -0.2513 -0.46 0.72 -0.68
C -4.7713 0.4813 2.3685 0.10 0.02 -0.03
H 0.1346 4.0701 2.4191 0.26 -0.16 0.05
C -5.0824 2.4207 3.6962 0.21 0.01 0.12
O -3.2327 -1.8428 -0.3303 2.05 -1.70 -0.27
C 2.6586 -1.8871 -1.1054 0.93 0.05 0.22
H 3.6390 -4.8740 -2.3112 0.05 -0.35 -0.09
H -5.8510 0.3332 2.4248 0.00 0.02 0.02
C -2.2719 -2.5767 -0.5598 -1.85 1.96 0.36
C 3.4550 -0.5455 -0.9639 0.51 -0.91 0.54
H -3.4738 0.4372 -3.9508 -0.19 -0.05 0.12
C -6.7129 -0.0419 5.1363 -0.07 0.02 0.03
H -2.8796 3.8381 2.0333 -0.24 -0.17 -0.08
H 0.9921 -6.2357 -1.2533 -0.25 0.30 -0.30
H 0.9822 0.0908 -2.6764 0.25 0.00 -0.07
C 2.5164 -5.1685 -0.5111 0.23 -0.57 0.54
H -3.0316 -4.5360 -0.8630 -0.17 -0.08 0.15
H 1.6307 0.7793 2.3110 0.20 -0.01 0.20
C 0.1058 0.3719 -0.6737 0.60 0.37 -1.02
H 0.2518 -1.3498 -1.9182 0.24 -0.19 -0.14
H 3.1874 0.9181 0.4457 0.10 -0.04 0.11
H -4.2818 -0.4904 2.4223 0.04 0.01 -0.01
H -1.9578 3.4251 3.5057 -0.28 -0.15 0.18
C 2.5338 1.8092 -1.2032 1.02 0.10 -0.07
H -0.2745 1.8778 2.8936 0.00 -0.05 0.23
H 2.4027 1.5721 -2.2476 -0.41 -0.29 -0.11
H -6.5730 3.1480 5.0346 0.03 0.02 0.02
C 0.4156 -1.6761 1.8229 -0.30 -0.55 -0.35
Si -1.1462 1.1643 -3.8236 -1.09 0.39 -0.69
H 0.2825 -1.0040 2.6597 0.13 0.33 0.15
N 1.1621 -5.5582 -0.5176 0.40 -0.27 0.29
H -0.3347 0.7130 -6.0984 -0.06 0.06 -0.31
H -6.9337 -0.0375 6.2088 0.05 -0.03 0.01
C 7.0666 -0.9243 -0.8933 -0.50 -0.21 0.13
C -0.7526 3.9306 1.8016 -0.64 0.45 -0.09
O -4.2881 1.2701 3.4452 -0.05 -0.04 -0.03
H 7.1012 -1.3757 -1.8772 0.17 0.01 -0.24
N 2.6263 0.5958 -0.3475 -0.51 0.14 -0.44
O 4.2212 2.9053 0.0789 -0.57 -0.47 -1.26
H -5.4823 1.9593 5.7617 0.04 -0.02 0.00
C 1.2877 0.2109 0.2712 -0.93 0.40 0.88
H 2.3961 -1.1074 1.4930 0.07 0.21 0.19
H 4.4905 2.3364 -2.8005 -0.28 0.07 -0.39
H 6.1662 0.7532 0.0267 -0.07 0.30 0.04
H -3.3116 1.9835 -4.7491 -0.07 0.20 -0.21
H 4.4177 -2.7873 -1.9116 0.37 0.11 -0.01
H -1.8182 3.4890 -3.4727 -0.08 0.25 -0.20
C -1.0546 2.8744 -3.0138 0.07 -0.83 -0.06
H -0.0720 1.4331 -0.8191 -0.04 0.18 0.02
H 1.7484 2.4532 -0.8331 -0.35 0.08 -0.10
H -7.3503 -0.7787 4.6508 -0.04 0.03 0.01
H -1.3470 -4.3048 -1.3897 0.22 -0.18 0.14
H -5.6353 2.7078 2.7971 -0.04 -0.01 -0.02
H -1.3812 -2.8466 1.8008 0.03 -0.20 0.09
O 1.7511 -2.1893 -0.0729 -0.44 0.05 -0.32
```
Forces are in eV/Å.